{
  "formula": "C53H55GeN5O3Pm",
  "method": "ωB97M-V with the def2-TZVPD basis set",
  "species": ["Pm", "N", "C", "C", "C", "C", "C", "N", "C", "C", "C", "C", "C", "N", "H", "H", "H", "H", "H", "H", "H", "H", "H", "O", "C", "C", "C", "C", "C", "C", "N", "H", "H", "H", "H", "H", "H", "H", "C", "Ge", "C", "C", "C", "C", "C", "C", "C", "C", "C", "C", "C", "C", "C", "C", "C", "C", "H", "H", "H", "H", "H", "H", "H", "H", "H", "H", "H", "H", "H", "H", "H", "C", "C", "C", "C", "C", "C", "N", "C", "C", "C", "C", "C", "C", "C", "O", "O", "C", "C", "H", "H", "H", "H", "H", "H", "H", "H", "H", "H", "H", "H", "H", "H", "C", "C", "C", "C", "C", "H", "H", "H", "H", "H", "H", "H", "H", "H", "H"],
  "coordinates": [[-1.232051, 0.127978, 0.377042], [-4.505658, 2.092975, -0.786169], [-4.068939, 2.606384, 0.426429], [-4.469976, 3.943016, 0.775532], [-4.008070, 4.517249, 1.918945], [-3.356783, 3.665563, 2.887976], [-3.032548, 2.392291, 2.508114], [-3.269468, 1.895464, 1.226765], [-4.378941, 0.814775, -1.350637], [-5.372233, 0.477340, -2.327753], [-5.219311, -0.604626, -3.155347], [-4.093492, -1.456610, -2.959156], [-3.219001, -1.097481, -1.965058], [-3.322678, -0.002395, -1.155813], [-5.212584, 2.627640, -1.275265], [-5.127695, 4.456900, 0.074824], [-4.085778, 5.586462, 2.086055], [-3.040296, 4.034385, 3.845575], [-2.490492, 1.733997, 3.183106], [-6.231272, 1.136702, -2.424739], [-5.945600, -0.795359, -3.948352], [-3.842656, -2.344942, -3.544816], [-2.334240, -1.731400, -1.815370], [-3.022904, -0.753228, 1.745554], [-3.162604, -1.231034, 3.132630], [-1.866265, -1.334159, 3.814107], [-1.689827, -2.295400, 4.831685], [-0.455214, -2.443083, 5.482167], [0.612071, -1.673878, 4.960966], [0.341887, -0.707108, 4.006098], [-0.847784, -0.578776, 3.405015], [-3.564471, 0.046228, 1.626562], [-3.632342, -2.252783, 3.084161], [-3.907672, -0.626553, 3.695016], [-2.527376, -2.948189, 5.047322], [-0.332134, -3.132503, 6.336434], [1.651810, -1.833009, 5.303260], [1.090353, 0.037962, 3.664316], [0.543314, 3.249898, 3.998889], [0.971475, 2.735359, 2.070223], [1.039957, 4.560714, 1.337118], [1.979045, 5.502488, 1.760007], [1.864109, 6.810142, 1.302893], [0.908096, 7.169744, 0.356468], [-0.002657, 6.188192, -0.083181], [0.064732, 4.900990, 0.407448], [2.958331, 2.356794, 2.270786], [3.466326, 2.283733, 3.538546], [4.597134, 1.499114, 3.815985], [5.211293, 0.813746, 2.781108], [4.781598, 0.944255, 1.431322], [5.423360, 0.259694, 0.382054], [5.070181, 0.535443, -0.904538], [4.032476, 1.455100, -1.203588], [3.374455, 2.141597, -0.176654], [3.720039, 1.873125, 1.150114], [1.330250, 3.936177, 4.403231], [0.481133, 2.395799, 4.669426], [-0.400441, 3.827811, 4.021862], [2.738142, 5.184241, 2.473309], [2.603431, 7.517094, 1.673769], [0.890287, 8.171374, -0.027562], [-0.766590, 6.470058, -0.804730], [-0.618169, 4.114788, 0.036196], [2.944259, 2.781245, 4.351225], [5.022040, 1.485573, 4.797081], [6.084936, 0.186666, 2.919857], [6.190165, -0.475366, 0.647421], [5.520802, -0.040860, -1.720621], [3.806908, 1.589473, -2.254330], [2.584428, 2.876924, -0.418871], [0.947337, -4.973175, -5.557874], [0.055033, -5.253934, -4.379596], [-1.099756, -6.003251, -4.618494], [-2.008379, -6.276534, -3.578922], [-1.730364, -5.854225, -2.290051], [-0.607895, -5.059899, -1.995684], [-0.415877, -4.555229, -0.722481], [0.803457, -4.359095, -0.035976], [1.544460, -5.544273, 0.204338], [2.703692, -5.471935, 0.986325], [3.093321, -4.263859, 1.560983], [2.341722, -3.104560, 1.410908], [1.155789, -3.156657, 0.609378], [0.303319, -1.922310, 0.419210], [-0.793543, -1.970093, -0.243377], [0.764138, -0.867965, 0.960415], [0.321097, -4.789109, -3.076196], [1.522484, -3.934913, -2.902580], [0.594143, -5.515575, -6.430476], [1.997349, -5.235104, -5.390131], [0.890601, -3.929826, -5.870286], [-1.248227, -6.422210, -5.590836], [-2.963742, -6.777036, -3.774686], [-2.318771, -6.144518, -1.429179], [-1.238496, -4.094430, -0.320574], [1.351431, -6.466615, -0.338654], [3.341886, -6.338597, 1.158771], [3.974088, -4.242170, 2.222771], [2.639303, -2.158710, 1.883067], [2.404296, -4.550976, -2.652692], [1.468743, -3.135586, -2.137077], [1.757481, -3.460067, -3.872706], [0.683621, 0.606269, -3.614814], [0.135524, 1.807570, -2.815933], [-1.275552, 2.144242, -3.194970], [0.991629, 3.105622, -3.062127], [0.201730, 1.351476, -1.360598], [0.634579, 0.766007, -4.697541], [0.124361, -0.298969, -3.315625], [1.740367, 0.420945, -3.385562], [-1.329668, 2.589110, -4.198239], [-1.691008, 2.929597, -2.539792], [-1.922461, 1.253443, -3.178453], [0.995086, 3.419459, -4.131349], [2.064939, 2.989588, -2.789730], [0.595970, 3.970261, -2.490215], [1.258152, 1.125895, -1.172130]],
  "forces_ev_per_a": [[1.3767, 3.8869, 0.2113], [0.0057, -0.7235, 0.0930], [0.3380, 0.6745, 0.9860], [-0.1004, -0.8997, -1.0432], [0.7863, -1.0133, 1.1372], [-0.3036, 0.6068, -1.3559], [0.0448, 0.1241, -1.2185], [-0.7465, 0.3593, 0.6497], [0.2204, -0.8871, -1.1568], [0.4401, 0.5994, 0.5888], [0.6942, -0.8686, 0.0313], [-0.5093, 0.7713, -0.0629], [0.3430, -0.1672, 0.3923], [-0.8998, 0.5202, -0.4542], [0.2735, 0.1217, 0.3338], [0.3790, 0.1686, 0.1196], [-0.3587, -0.1910, 0.1594], [0.0101, 0.1172, 0.1758], [0.0643, 0.0283, -0.2339], [0.1036, -0.1016, -0.0904], [0.1941, -0.0040, 0.3247], [-0.4040, 0.4311, 0.0578], [-0.3709, 0.4133, 0.1497], [-0.8054, -0.8005, 1.8618], [-1.8261, -0.7005, -1.3260], [2.0937, -0.9688, 0.9079], [0.0757, 0.2288, 0.1059], [-0.0115, 0.4701, -1.0008], [0.0657, -0.4113, 0.9783], [0.3415, 0.4531, -0.6702], [-0.7617, 0.3982, 0.0732], [-0.0444, 0.0397, 0.0333], [0.4715, 0.8741, -0.0608], [0.5936, 0.0388, -0.4383], [0.0043, 0.0634, 0.3282], [0.0053, 0.3280, -0.7912], [-0.8089, 0.3433, -0.0382], [-0.2839, -0.8102, 0.1418], [0.4891, 0.9788, -0.0301], [-0.2833, -0.6285, 0.2439], [0.0288, -0.4162, 0.0159], [-0.9612, -0.1088, -0.2101], [0.7835, 0.0400, 0.0355], [-0.2567, -1.1000, 0.3187], [0.1714, 1.1769, -0.1869], [-0.1330, -0.1533, -0.1503], [-0.7073, 0.6268, -0.4485], [-0.1927, -0.3544, 0.0226], [1.0079, -0.2625, -1.2919], [-0.2273, 0.0751, 0.3808], [-0.3801, 1.0137, 0.3026], [0.2030, 0.0393, 0.3784], [-0.4177, -0.5170, -0.6468], [0.2137, 0.3563, 0.8777], [0.0912, -0.3086, -1.7181], [0.1517, -1.1288, 1.2608], [-0.6023, -0.3962, -0.2270], [-0.1434, -0.1364, 0.0993], [0.2634, -0.3590, -0.0118], [-0.0149, 0.2752, -0.1212], [-0.2112, 0.2065, -0.2072], [-0.1517, 0.3004, -0.1277], [0.0994, -0.0687, -0.0254], [0.2892, 0.4627, 0.2379], [0.0615, -0.2847, -0.0087], [0.1478, -0.1763, 0.5211], [-0.0246, -0.0268, 0.3664], [-0.1546, 0.2620, -0.2702], [-0.0775, 0.3578, 0.2376], [-0.2296, 0.2560, 0.0974], [0.4661, -0.5634, 0.2689], [0.1138, 0.0649, -0.1511], [-0.5624, -0.5891, 0.5642], [-0.3764, -0.0050, 1.2585], [0.1447, 0.1912, -0.5321], [0.4969, 0.5484, 0.5577], [1.2994, -0.5647, -2.4394], [-0.7828, 0.7303, 0.8050], [-0.4355, -1.3317, 0.7510], [1.6130, 0.8308, -0.1538], [-0.3972, 0.1634, -0.4645], [0.2470, 0.5047, 0.8674], [-0.8870, -0.2448, -0.7097], [0.0522, -0.1716, -0.1071], [2.5233, -0.9557, 0.8634], [0.3504, -0.4094, 0.2542], [-0.8520, -0.9060, -0.7644], [-1.3113, 0.0678, 0.5436], [1.0908, 0.6622, -0.0635], [0.0075, -0.2921, 0.0109], [-0.1676, 0.1001, 0.0261], [0.1761, 0.1971, 0.2313], [-0.2876, -0.0287, -0.4893], [0.5705, -0.0915, 0.0138], [-0.4178, 0.0160, -0.1602], [0.8450, -0.1864, -0.3788], [-0.4696, 0.1913, 0.2262], [-0.3380, 0.0510, -0.1413], [-0.4082, 0.0248, -0.5065], [-0.2230, -0.4611, -0.2905], [-0.1755, 0.2093, 0.0362], [-0.2347, -0.5335, -0.4487], [-0.0423, -0.0345, 0.5937], [0.0201, 0.0886, -0.0751], [1.0465, 0.5062, 0.7882], [-0.9234, 0.3944, -0.6432], [0.3641, -0.0075, -0.1696], [-0.8152, -0.5944, -0.1488], [-0.2363, -0.0808, -0.0240], [0.1520, 0.2690, -0.3481], [-0.1741, 0.1059, 0.1425], [0.0062, -0.2576, -0.0779], [0.1208, -0.4237, 0.0946], [0.0656, 0.2385, 0.0679], [-0.1746, -0.3391, 0.4704], [-0.7218, -0.0999, 0.0058], [0.1518, -0.5579, -0.1355], [-0.0319, 0.0604, 0.3675]],
  "mulliken_charge": [-0.406, 0.148, 0.300, -0.812, -0.581, -0.584, -0.098, 0.297, 0.382, -1.086, -0.603, -0.982, -0.495, 0.696, 0.255, 0.406, 0.438, 0.444, -0.099, 0.427, 0.412, 0.590, 0.534, -0.202, -1.002, 0.969, -0.920, -0.588, -0.787, -0.320, 0.516, 0.244, 0.446, 0.334, 0.446, 0.394, 0.472, 0.329, -1.552, 0.981, 0.063, -0.465, -0.541, -0.702, -0.577, 0.033, 0.234, -0.181, -1.093, -1.001, 0.681, -0.769, -0.862, -0.328, 0.005, 0.005, 0.474, 0.306, 0.204, 0.275, 0.361, 0.408, 0.403, 0.363, 0.252, 0.476, 0.365, 0.345, 0.355, 0.343, 0.450, -1.675, 1.138, -0.802, -0.972, -0.823, -0.281, 0.314, 0.154, -0.569, -0.669, -0.883, -0.824, 0.212, 1.163, -0.509, -0.239, 1.722, -1.560, 0.395, 0.353, 0.352, 0.362, 0.372, 0.502, 0.157, 0.451, 0.387, 0.393, 0.602, 0.302, 0.063, 0.476, -1.733, 2.698, -1.394, -1.425, -0.389, 0.457, 0.192, 0.270, 0.543, 0.111, 0.075, 0.441, 0.118, 0.224, 0.528],
  "gap_ev": [4.852, 5.167],
  "multiplicity": 6,
  "total_charge": 0,
  "lumo_energy_ev": [-0.488, -0.484]
}

=====

{
  "formula": "C5H10N2",
  "method": "ωB97M-V with the def2-TZVPD basis set",
  "species": ["H", "N", "C", "C", "C", "C", "C", "N", "H", "H", "H", "H", "H", "H", "H", "H", "H"],
  "coordinates": [[2.016512, 0.415478, 1.665987], [2.565018, 0.834289, 0.911486], [2.051943, 0.732393, -0.225363], [0.713428, -0.187612, -0.742004], [-0.302582, -0.046021, 0.302951], [-0.991520, 1.301624, 0.389954], [-1.432991, -1.264991, -0.142200], [-1.035910, -2.372622, -0.572467], [-1.753423, -3.090977, -0.684572], [2.605932, 1.192410, -1.047706], [0.404498, 0.222794, -1.701787], [1.098068, -1.201547, -0.837350], [0.045842, -0.386681, 1.282930], [-1.353675, 1.615512, -0.587796], [-0.307531, 2.056630, 0.775300], [-1.842110, 1.250067, 1.069556], [-2.481498, -1.070747, 0.143081]],
  "forces_ev_per_a": [[-0.0309, -0.2361, -0.1801], [-0.2086, 0.3461, 0.5907], [-1.4350, -1.7422, -1.8753], [3.8547, 2.4742, 1.1437], [-3.4344, -2.8365, -0.8846], [0.0564, -0.2350, 0.1403], [0.9359, 1.6356, 1.8494], [0.4824, -0.1516, -0.1750], [-0.1153, 0.4210, -0.0362], [-0.0743, 0.0273, -0.0344], [-0.0235, -0.1103, -0.0222], [-0.1828, 0.0152, -0.1244], [0.0345, 0.0441, -0.0866], [0.0015, 0.0625, -0.0667], [0.0252, 0.0805, -0.0566], [-0.0530, 0.0386, 0.0169], [0.1672, 0.1667, -0.1987]],
  "mulliken_charge": [0.264, -0.616, -0.100, -0.687, 0.309, -1.404, -0.269, -0.519, 0.251, 0.372, 0.348, 0.363, 0.242, 0.325, 0.382, 0.381, 0.359],
  "gap_ev": 10.228,
  "smiles": "[H]/N=C\\C[C@@H](C)/C=N/[H]",
  "multiplicity": 1,
  "total_charge": 0,
  "lumo_energy_ev": 1.007
}

=====

ΔE to the lowest compared entry with this formula, charge and spin readings, ordered: 0.0; 177.5 kJ/mol